# 1
ORCA calculation (wB97M-V/def2-TZVPD) on a cluster of 5 separate species, C33H46N4O2 in total in a non-equilibrium geometry.

Geometry as ORCA input:
```
! wB97M-V def2-TZVPD RIJCOSX def2/J DEFGRID3
* xyz 0 1
C 2.0081 -1.8276 1.0395
C 3.1922 -2.0280 0.3452
C 3.3690 -2.1660 -1.2164
O 3.8524 -0.9548 -1.8666
C 3.4105 0.2257 -1.1765
C 2.1150 -2.7280 -2.0051
C 1.4224 -4.0004 -1.3634
C -0.1727 -4.0044 -1.4917
C -0.7774 -2.9438 -0.4878
C -2.3495 -2.7995 -0.5421
C -2.9125 -2.1673 -1.8806
C -2.3150 -0.7469 -2.2548
C -3.2606 0.4843 -1.8867
O 2.6247 -3.1643 -3.2975
C 2.3843 -2.1801 -4.3167
H 1.1610 -1.1674 0.7335
H 1.8814 -2.3829 2.0164
H 4.1278 -2.1381 0.9703
H 4.2009 -2.9247 -1.3696
H 2.3211 0.2301 -0.9001
H 4.1050 0.4501 -0.3143
H 3.5540 1.0847 -1.9055
H 1.2973 -1.9532 -2.1592
H 1.6822 -4.1933 -0.2894
H 1.7775 -4.9046 -1.9535
H -0.5295 -3.9020 -2.5527
H -0.4921 -5.0390 -1.1421
H -0.4704 -3.2259 0.5693
H -0.2676 -1.9596 -0.6939
H -2.6525 -2.1215 0.3186
H -2.8479 -3.8068 -0.4075
H -4.0255 -2.0088 -1.7119
H -2.8148 -2.8706 -2.7594
H -1.2916 -0.5364 -1.8427
H -2.2046 -0.7231 -3.3864
H -4.3195 0.1850 -1.6501
H -2.8382 0.9827 -0.9710
H -3.2594 1.2412 -2.7175
H 3.3356 -2.1252 -4.9383
H 1.5595 -2.4748 -5.0226
H 2.2456 -1.1409 -3.8966
C 7.8157 1.1241 -4.6619
C 7.1710 0.0281 -4.1094
C 6.4563 0.2097 -2.9357
N 6.3546 1.3855 -2.2996
C 6.9884 2.4287 -2.8530
C 7.7244 2.3521 -4.0240
H 8.3836 1.0228 -5.5797
H 7.2212 -0.9458 -4.5788
H 5.9327 -0.6144 -2.4671
H 6.8910 3.3665 -2.3160
H 8.2141 3.2295 -4.4263
C -7.8360 1.6018 1.9949
C -7.0160 0.7269 2.6886
C -5.7251 0.5320 2.2253
N -5.2198 1.1369 1.1410
C -6.0340 1.9775 0.4859
C -7.3390 2.2431 0.8704
H -8.8511 1.7821 2.3266
H -7.3703 0.2080 3.5698
H -5.0449 -0.1408 2.7371
H -5.6021 2.4519 -0.3896
H -7.9510 2.9336 0.3039
C 7.3048 -0.8741 1.4540
C 7.5310 -1.3301 2.7440
C 7.5391 -0.4037 3.7745
N 7.3448 0.9098 3.5983
C 7.1302 1.3252 2.3429
C 7.0989 0.4809 1.2445
H 7.2894 -1.5674 0.6204
H 7.6968 -2.3807 2.9455
H 7.7086 -0.7121 4.8007
H 6.9781 2.3933 2.2296
H 6.9185 0.8732 0.2505
C -9.4618 5.6205 5.7609
C -9.9249 4.4403 6.3216
C -9.8424 3.2805 5.5684
N -9.3440 3.2316 4.3258
C -8.9048 4.3853 3.8062
C -8.9394 5.5969 4.4770
H -9.5077 6.5489 6.3184
H -10.3401 4.4205 7.3208
H -10.1888 2.3321 5.9649
H -8.5081 4.3169 2.7984
H -8.5679 6.4983 4.0073
*
```

As for the SMILES: C=C[C@H](OC)[C@H](CCCCCCC)OC.c1ccncc1.c1ccncc1.c1ccncc1.c1ccncc1. The LUMO energy is 0.78 eV. The HOMO energy comes out at -9.0 eV. The HOMO-LUMO gap comes out at 0.35779 Ha. The electronic energy is -45017.7638 eV.

# 2
ORCA calculation (wB97M-V/def2-TZVPD) on a structure of composition C33H46N6OS4Si2TeTi in a non-equilibrium geometry.

Geometry as ORCA input:
```
! wB97M-V def2-TZVPD RIJCOSX def2/J DEFGRID3
* xyz 1 2
Ti -1.1968 1.3451 -0.1933
O -1.8581 2.8105 0.8427
N -1.3815 3.3026 1.9903
C -2.1038 4.2811 2.5883
C -1.6500 4.8493 3.7370
C -0.4355 4.3911 4.2758
C 0.2650 3.4000 3.6477
C -0.2023 2.8211 2.4468
S 0.6100 1.5800 1.5813
H -3.0204 4.5379 2.0809
H -2.2227 5.6359 4.2038
H -0.0545 4.8237 5.1910
H 1.1980 3.0272 4.0446
N 0.0786 -0.8428 -3.4595
C 0.6027 -2.1451 -3.2072
C 1.3915 -2.7715 -4.1525
C 1.9323 -4.0155 -3.8562
C 1.7060 -4.6000 -2.6189
C 0.9131 -3.9567 -1.6779
C 0.3363 -2.7338 -1.9869
S -0.7680 -1.9308 -0.8736
N -0.4003 -0.2915 -1.2568
C -0.1562 0.0424 -2.4807
C -0.0405 1.5271 -2.7854
C 0.2297 2.0387 -4.0248
C 0.3396 3.4241 -4.1789
C 0.2119 4.2211 -3.0721
C -0.0777 3.6226 -1.8483
N -0.2232 2.3127 -1.7179
H 0.2973 -0.4678 -4.3678
H 1.5711 -2.3066 -5.1148
H 2.5413 -4.5198 -4.5937
H 2.1508 -5.5564 -2.3814
H 0.7249 -4.4101 -0.7131
H 0.3394 1.3981 -4.8888
H 0.5228 3.8511 -5.1552
H 0.3107 5.2952 -3.1323
H -0.2154 4.2020 -0.9457
C -5.8820 -1.0567 -0.2173
N -4.7431 -0.4260 0.4281
C -3.7444 -1.0803 0.9962
N -3.8489 -2.3972 1.1949
S -2.3123 -0.2779 1.5424
H -6.6212 -0.2905 -0.4311
H -6.3477 -1.7843 0.4470
H -5.5932 -1.5381 -1.1539
H -4.4851 0.5015 0.1054
H -4.6464 -2.9310 0.8963
H -3.0894 -2.8712 1.6542
S -3.1378 1.1853 -1.7205
C -3.3797 2.7513 -2.5323
C -3.2624 3.9747 -1.8721
C -3.4851 5.1696 -2.5462
C -3.8312 5.1675 -3.8895
C -3.9485 3.9541 -4.5561
C -3.7228 2.7606 -3.8868
H -3.0116 3.9865 -0.8204
H -3.3953 6.1086 -2.0128
H -4.0201 6.0982 -4.4081
H -4.2199 3.9369 -5.6041
H -3.8153 1.8173 -4.4112
C 4.2851 1.2154 0.2654
Si 5.0063 -0.2724 1.1203
C 6.4485 0.2218 2.1760
C 5.5129 -1.5237 -0.1618
C 3.7047 -1.0623 2.2116
Te 1.9595 -1.6145 1.1299
C 0.8279 -2.1694 2.8510
Si 0.6027 -3.9894 3.1769
C 2.1752 -4.9351 2.8921
C -0.7561 -4.6356 2.0509
C 0.0643 -4.1990 4.9436
H 5.0360 1.6922 -0.3702
H 3.9225 1.9567 0.9817
H 3.4365 0.9320 -0.3640
H 7.2087 0.7457 1.5916
H 6.9215 -0.6529 2.6282
H 6.1307 0.8865 2.9828
H 6.2307 -1.1054 -0.8716
H 4.6440 -1.8699 -0.7290
H 5.9725 -2.4006 0.3012
H 3.3761 -0.3765 2.9965
H 4.1118 -1.9619 2.6797
H -0.1410 -1.6709 2.7601
H 1.3532 -1.6925 3.6828
H 2.6262 -4.6710 1.9328
H 1.9916 -6.0123 2.8998
H 2.9061 -4.7200 3.6763
H -0.9184 -3.9785 1.1921
H -1.6970 -4.7235 2.6032
H -0.5220 -5.6309 1.6651
H 0.8617 -3.9086 5.6316
H -0.1931 -5.2396 5.1586
H -0.8123 -3.5852 5.1661
*
```

The energy relative to the best compared isomer or geometry (same formula, charge and spin) is 0.480 eV. The LUMO energy (spin up / spin down) is -3.17 / -3.21 eV. The HOMO energy (spin up / spin down) comes out at -9.2 / -9.2 eV. The HOMO-LUMO gap (spin up / spin down) comes out at 0.21983 / 0.21833 Ha. The electronic energy is -135460.6796 eV.

# 3
ORCA calculation (wB97M-V/def2-TZVPD) on a structure of composition C33H46OP2RuSi in a non-equilibrium geometry.

Geometry as ORCA input:
```
! wB97M-V def2-TZVPD RIJCOSX def2/J DEFGRID3
* xyz 2 5
P 0.1028 -2.3201 -2.2886
P 0.5309 0.7676 -3.7989
C -0.3263 -1.8060 -4.1319
C 0.7310 -0.8472 -4.6297
H -1.3553 -1.3887 -4.2325
H -0.2938 -2.7254 -4.7442
H 1.7540 -1.1625 -4.3823
H 0.6713 -0.6867 -5.7178
C -0.1625 1.6757 -5.2226
H -0.5782 2.6687 -4.9779
H -0.9456 1.0991 -5.7305
H 0.6262 1.8594 -5.9802
C 2.2008 1.5559 -3.8990
H 2.4738 1.7945 -4.9444
H 2.9247 0.8389 -3.4980
H 2.2489 2.4939 -3.3303
C -1.4509 -3.3509 -2.2515
H -1.4096 -4.0067 -1.3711
H -1.5810 -3.9940 -3.1474
H -2.4023 -2.7884 -2.1621
C 1.5236 -3.4334 -2.7590
H 2.4874 -2.9446 -2.3611
H 1.6195 -3.3633 -3.8511
H 1.3911 -4.3993 -2.3113
Ru 1.7680 -2.1121 -0.9787
C -0.6758 3.3676 -2.7092
C -1.9039 2.7540 -2.5516
C -2.7819 1.8446 -3.3760
C -2.9259 0.4814 -2.6223
C -1.7336 0.4729 -1.7791
C -0.5864 1.1354 -2.2968
C 0.4426 1.6456 -1.3110
C 0.3419 3.1615 -1.5400
C 0.5758 -3.3200 0.1165
H -0.3931 3.9757 -3.5718
H -2.4007 2.9175 -1.6320
H -2.3247 1.5549 -4.3444
H -3.7885 2.2565 -3.4665
H -3.7950 0.4658 -1.9310
H -2.9650 -0.4075 -3.3111
H -1.6280 -0.3174 -1.0175
H 1.9703 -0.8353 -1.8135
H 1.4696 1.2284 -1.4355
H 0.2043 1.2812 -0.2996
H -0.0466 3.5653 -0.5981
H 1.2989 3.6291 -1.7715
H 1.1853 -3.2038 1.0317
H 0.6018 -4.3321 -0.3297
H -0.4468 -2.9361 0.2938
O 0.9614 -0.4709 1.0098
Si 0.6575 -0.2227 2.5572
C 1.6861 -1.2019 3.8028
C 1.2512 -2.4696 4.2536
C 1.9779 -3.1469 5.2454
C 3.1538 -2.6113 5.7675
C 3.6429 -1.3895 5.2440
C 2.9015 -0.6993 4.2645
C 0.7443 1.6158 3.1258
C 0.8152 2.0546 4.4502
C 0.8064 3.4356 4.7405
C 0.7188 4.3789 3.6995
C 0.6069 3.9334 2.3716
C 0.6059 2.5510 2.0927
C -1.1358 -0.5808 3.1045
C -1.4906 -0.8354 4.4438
C -2.8390 -0.7833 4.8180
C -3.8280 -0.4958 3.8976
C -3.4823 -0.3254 2.5380
C -2.1282 -0.3961 2.1496
H 0.3218 -2.8965 3.8662
H 1.5767 -4.0875 5.6484
H 3.6731 -3.0923 6.5981
H 4.5565 -0.9620 5.6355
H 3.2729 0.2699 3.8938
H 0.8786 1.3298 5.2699
H 0.8780 3.7599 5.7753
H 0.7373 5.4496 3.9280
H 0.5299 4.6470 1.5514
H 0.5042 2.2092 1.0674
H -0.7265 -1.0503 5.1786
H -3.0909 -0.9514 5.8753
H -4.8770 -0.3876 4.2115
H -4.2452 -0.1152 1.7994
H -1.8594 -0.2727 1.0927
*
```

The energy relative to the best compared isomer or geometry (same formula, charge and spin) is 6.759 eV. The LUMO energy (spin up / spin down) is -6.69 / -9.08 eV. The HOMO energy (spin up / spin down) comes out at -12.1 / -13.1 eV. The HOMO-LUMO gap (spin up / spin down) comes out at 0.19799 / 0.14641 Ha. The electronic energy is -66025.7550 eV.